The following is a DFT calculation (the ωB97M-V functional and the def2-TZVPD basis) of C6H5Br3O2 as an isolated structure at a distorted geometry.

- M (g/mol) = 348.8
- HOMO energy (eV) = -8.771
- electronic energy (eV) = -220520.6181
- spin multiplicity = 1
- energy relative to the best compared isomer or geometry (same formula, charge and spin) (kJ/mol) = 283.1

Cartesian coordinates (Å):
C 0.621 -1.297 -1.075
C 2.253 -0.815 0.966
C -0.352 -0.185 0.738
C 1.118 0.257 0.740
C 1.737 -0.562 -0.336
C 3.321 0.621 -1.717
O 0.746 -1.921 -2.077
O -0.516 -1.105 -0.340
Br 2.188 2.066 -2.116
Br 4.537 0.947 -0.407
Br 4.019 -0.321 -3.286
H 3.169 -0.410 1.200
H 2.112 -1.748 1.307
H -0.646 -0.777 1.520
H -0.998 0.692 0.615
H 1.464 1.215 0.671